1.
The molecule C3H3F2N. Source: the Open Molecules 2025 dataset; level of theory: wB97M-V/def2-TZVPD.

```
9
Properties=species:S:1:pos:R:3
F 1.52190 -0.92561 0.61973
C 0.79784 0.05576 -0.00790
F 1.53572 0.98071 -0.54912
C -0.47917 0.57484 1.04692
N -1.39892 0.19075 0.27175
C -0.45785 -0.39758 -0.77698
H -0.45768 1.09109 1.99671
H -0.44364 -0.15657 -1.80554
H -0.61820 -1.41339 -0.79555
```

Summary:
Highest occupied orbital energy in hartree: -0.36689
Orbital gap in eV: 11.04
SMILES: FC1(F)C=NC1
Lowest unoccupied orbital energy in Eh: 0.03894

Here are the Löwdin charges for atoms 1 to 2, given in e: F 0.07; C -0.45

=====

2.
The molecule C3H3F2N. Source: the Open Molecules 2025 dataset; level of theory: wB97M-V/def2-TZVPD.

```
9
Properties=species:S:1:pos:R:3
N 1.34692 1.40875 1.84323
C 1.01680 0.73714 0.96047
C 0.53630 0.00974 -0.25019
F 1.25564 -1.08573 -0.62557
C -0.85526 -0.35359 -0.10375
F -1.21479 -0.54916 -1.49886
H 0.58348 0.82864 -0.95721
H -1.10047 -1.40116 0.30884
H -1.56862 0.40536 0.32304
```

Summary:
Highest occupied orbital energy in hartree: -0.45802
Orbital gap in eV: 13.20
SMILES: N#C[C@@H](F)CF
Lowest unoccupied orbital energy in Eh: 0.02724

Here are the Löwdin charges for atoms 1 to 2, given in e: N 0.17; C -0.13

=====

Tell me which of them is the least stable. Sure, it is 1.

=====

1.
The molecule C16H22N2O3. Source: the Open Molecules 2025 dataset; level of theory: wB97M-V/def2-TZVPD.

```
43
Properties=species:S:1:pos:R:3
C -4.16614 -1.46388 1.67849
C -3.03199 -0.74035 1.34892
C -2.75285 -0.52639 0.00467
C -1.52353 0.24923 -0.41426
O -1.66907 0.83556 -1.70332
C -2.30117 2.08563 -1.51548
C -2.19639 2.36420 0.00496
N -1.28498 1.34511 0.50697
C 0.10632 1.76643 0.54482
C 0.96042 0.76080 1.32410
C 2.34650 1.33360 1.69019
O 3.23229 0.27355 1.44598
C 2.67383 -0.48594 0.39811
C 3.10909 0.02434 -0.99997
C 3.50213 -1.22767 -1.77907
C 4.08977 -2.14066 -0.70605
C 3.14193 -1.94886 0.47403
O 1.26860 -0.40462 0.58198
C -3.62233 -1.05544 -0.93955
C -4.72858 -1.76236 -0.49516
N -5.00057 -1.96390 0.78227
H -4.42586 -1.65320 2.71214
H -2.37778 -0.33895 2.10585
H -0.66504 -0.42864 -0.44863
H -1.76872 2.82824 -2.11676
H -3.34616 2.04261 -1.84344
H -3.16762 2.21674 0.48408
H -1.83745 3.36685 0.22833
H 0.14815 2.71950 1.07882
H 0.53005 1.90218 -0.46188
H 0.40414 0.44661 2.21633
H 2.43407 1.61933 2.73791
H 2.58442 2.19624 1.05071
H 2.30647 0.57963 -1.48254
H 3.97033 0.68093 -0.86724
H 4.20649 -1.01100 -2.58083
H 2.61249 -1.68889 -2.20993
H 4.14731 -3.18025 -1.02339
H 5.09053 -1.80013 -0.43745
H 3.60940 -2.13720 1.43778
H 2.25966 -2.58053 0.37490
H -3.43296 -0.90982 -1.99175
H -5.43522 -2.18865 -1.19564
```

Summary:
Highest occupied orbital energy in hartree: -0.34353
Orbital gap in eV: 10.11
SMILES: c1cc([C@H]2OCCN2C[C@@H]2COC3(CCCC3)O2)ccn1
Lowest unoccupied orbital energy in Eh: 0.02816

Here are the Löwdin charges for atoms 1 to 2, given in e: C -0.15; C -0.01

=====

2.
The molecule C16H22N2O3. Source: the Open Molecules 2025 dataset; level of theory: wB97M-V/def2-TZVPD.

```
43
Properties=species:S:1:pos:R:3
O -2.32980 -3.08903 -1.17585
C -1.30178 -2.91506 -0.57883
O -0.14746 -3.39564 -0.98647
C -1.23464 -2.14052 0.76465
C -2.60929 -1.57989 1.17315
C -2.87323 -0.23677 0.54807
C -3.29322 -0.13511 -0.77344
C -3.46998 1.10628 -1.35823
C -3.22872 2.26245 -0.63383
C -2.81895 2.17263 0.68498
C -2.64238 0.93038 1.27103
N -0.25635 -1.06828 0.71673
C 1.08219 -1.27009 0.79325
O 1.55909 -2.40697 0.70340
N 1.86677 -0.18201 0.98441
C 1.37212 1.17024 1.10384
C 1.11991 1.85243 -0.24413
C 2.34997 1.82420 -1.15247
C 2.70173 0.41306 -1.63595
C 3.66690 -0.35835 -0.73137
C 3.28993 -0.33966 0.76046
H 0.60289 -3.17430 -0.35038
H -0.89795 -2.87855 1.50907
H -3.36337 -2.29643 0.84530
H -2.65137 -1.49236 2.26017
H -3.47233 -1.03646 -1.33861
H -3.79682 1.17233 -2.38525
H -3.36473 3.23022 -1.09324
H -2.63678 3.06916 1.25978
H -2.33289 0.86602 2.30629
H -0.64203 -0.14021 0.65430
H 2.12900 1.73963 1.65194
H 0.46202 1.17851 1.71095
H 0.82916 2.88723 -0.05156
H 0.28803 1.36790 -0.76156
H 2.13581 2.45006 -2.02120
H 3.20465 2.26438 -0.63518
H 1.77994 -0.16089 -1.75487
H 3.16442 0.47728 -2.62272
H 3.69095 -1.39186 -1.07885
H 4.67306 0.05167 -0.83418
H 3.60108 -1.27864 1.22325
H 3.79447 0.48102 1.27317
```

Summary:
Highest occupied orbital energy in hartree: -0.33688
Orbital gap in eV: 9.82
SMILES: O=C(O)[C@H](Cc1ccccc1)NC(=O)N1CCCCCC1
Lowest unoccupied orbital energy in Eh: 0.02400

Here are the Löwdin charges for atoms 1 to 2, given in e: O 0.10; C -0.49

=====

3.
The molecule C16H22N2O3. Source: the Open Molecules 2025 dataset; level of theory: wB97M-V/def2-TZVPD.

```
43
Properties=species:S:1:pos:R:3
C 7.59866 1.77685 -0.01339
O 7.25000 0.46567 0.35940
C 5.95422 0.07243 0.21697
C 5.66961 -1.23860 0.60466
C 4.39077 -1.73617 0.50024
C 3.35868 -0.93950 0.00566
N 2.07612 -1.50523 -0.08013
C 0.92634 -0.94691 -0.52643
O 0.79793 0.18607 -0.93978
C -0.25484 -1.91853 -0.49300
N -1.46814 -1.20777 -0.80228
C -2.56596 -1.30593 -0.01039
O -2.66183 -2.14799 0.85829
C -3.63856 -0.27602 -0.32407
C -5.01989 -0.78968 0.07918
C -6.08422 0.27543 -0.16016
C -5.75065 1.55059 0.60790
C -4.37498 2.07008 0.20199
C -3.30881 1.00767 0.45042
C 3.63834 0.36422 -0.37922
C 4.92440 0.86600 -0.27472
H 8.66575 1.86499 0.18444
H 7.05841 2.52103 0.58057
H 7.41252 1.95549 -1.07733
H 6.47321 -1.84809 0.98559
H 4.18609 -2.75309 0.80432
H 2.02268 -2.46216 0.24209
H -0.37450 -2.37312 0.49612
H -0.07771 -2.71661 -1.22708
H -1.32871 -0.37999 -1.36740
H -3.62526 -0.05945 -1.39772
H -4.99425 -1.06484 1.13475
H -5.25341 -1.69123 -0.49087
H -7.05965 -0.10297 0.15161
H -6.13940 0.50055 -1.22840
H -5.75460 1.33826 1.67920
H -6.50858 2.31259 0.41378
H -4.38468 2.33401 -0.85842
H -4.13322 2.97147 0.76892
H -3.26865 0.77347 1.51663
H -2.32744 1.38430 0.15152
H 2.84914 0.98936 -0.76084
H 5.10506 1.88333 -0.58264
```

Summary:
Highest occupied orbital energy in hartree: -0.29949
Orbital gap in eV: 8.83
SMILES: COc1ccc(NC(=O)CNC(=O)C2CCCCC2)cc1
Lowest unoccupied orbital energy in Eh: 0.02500

Here are the Löwdin charges for atoms 1 to 2, given in e: C -0.09; O -0.09

=====

Tell me which of them is the least stable. Sure, it is 1.